# 1
{"formula": "C32H31N5O4RuS", "method": "the ωB97M-V functional and the def2-TZVPD basis", "multiplicity": 2, "orbital_gap_ev": [5.65, 5.49], "e_above_lowest_kj_mol": 267.11, "charge": 1, "s2": 0.99, "homo_energy_ev": [-10.1, -10.1], "energy_ha": -2305.5961, "lumo_energy_ev": [-4.49, -4.65], "species": ["Ru", "C", "C", "N", "N", "C", "O", "C", "C", "C", "C", "C", "C", "C", "C", "C", "C", "C", "N", "H", "H", "H", "H", "H", "H", "H", "H", "H", "H", "H", "H", "C", "C", "C", "C", "C", "C", "C", "S", "O", "O", "N", "C", "C", "C", "C", "C", "C", "C", "C", "N", "C", "H", "H", "H", "H", "H", "H", "H", "H", "H", "H", "H", "H", "H", "C", "C", "O", "H", "H", "H", "H", "H", "H"], "positions_angstrom": [[-0.42964, 0.36891, 0.18298], [-1.69034, 2.39231, 3.75078], [-1.01844, 1.54211, 2.72608], [-1.45164, 1.53151, 1.44228], [-2.38494, 2.30861, 0.95478], [-2.53354, 2.17381, -0.36082], [-1.75454, 1.37841, -1.01322], [-3.60824, 2.85381, -1.08162], [-4.47774, 3.76571, -0.47902], [-5.52474, 4.29661, -1.20832], [-5.71884, 3.92801, -2.53212], [-4.83704, 3.05091, -3.14602], [-3.78744, 2.51891, -2.42862], [0.07956, 0.70011, 2.97588], [0.66546, 0.52031, 4.25858], [1.70276, -0.35249, 4.42868], [2.19486, -1.05839, 3.31058], [1.60126, -0.85289, 2.08468], [0.58456, -0.01679, 1.89148], [-2.48204, 2.95731, 3.26608], [-0.97514, 3.09101, 4.18328], [-2.11634, 1.80701, 4.56688], [-4.32844, 4.04831, 0.55008], [-6.20034, 5.00081, -0.74762], [-6.55564, 4.32631, -3.08762], [-4.97314, 2.78331, -4.18262], [-3.09684, 1.82981, -2.88982], [0.26106, 1.07981, 5.08638], [2.14286, -0.50189, 5.40318], [3.01776, -1.74609, 3.40828], [1.95476, -1.38449, 1.20708], [6.67026, -1.31239, 1.56708], [5.58946, -0.59129, 0.82958], [4.74826, 0.29541, 1.49448], [3.71706, 0.92951, 0.82368], [3.50346, 0.65881, -0.51482], [4.35016, -0.19129, -1.20642], [5.39526, -0.80109, -0.53532], [2.00606, 1.28281, -1.26062], [1.33006, 2.12341, -0.28822], [2.23036, 1.79561, -2.57312], [1.02446, -0.06779, -1.26852], [0.73966, -0.76339, -2.39062], [1.53956, -0.85599, -3.52752], [1.14196, -1.63899, -4.61042], [-0.05234, -2.31749, -4.61142], [-0.92534, -2.21669, -3.51002], [-2.21384, -2.78509, -3.46542], [-3.02204, -2.54609, -2.38382], [-2.52884, -1.77469, -1.32392], [-1.32044, -1.27019, -1.32942], [-0.51944, -1.44589, -2.39112], [6.70026, -0.99279, 2.60498], [7.64036, -1.12309, 1.11188], [6.49876, -2.38749, 1.53658], [4.89036, 0.47821, 2.54968], [3.06096, 1.62971, 1.31728], [4.19696, -0.37439, -2.25882], [6.05916, -1.46209, -1.07232], [2.45756, -0.29709, -3.57872], [1.79166, -1.69729, -5.47112], [-0.35774, -2.89959, -5.46622], [-2.55124, -3.38859, -4.29412], [-4.02524, -2.93559, -2.33722], [-3.13034, -1.58329, -0.44612], [-0.64454, -3.28379, 1.16788], [-1.43424, -2.52269, 2.22078], [-1.99094, -1.34259, 1.64458], [-0.00834, -4.01639, 1.65578], [-0.02944, -2.58319, 0.59798], [-1.30084, -3.80229, 0.47448], [-0.77384, -2.25139, 3.05538], [-2.24664, -3.14969, 2.60638], [-2.46644, -0.86289, 2.33668]], "atomic_forces_ev_per_a": [[-0.4, 0.5, -3.0], [0.2, 0.2, -0.1], [-2.7, 1.4, -2.5], [1.4, -0.7, 2.1], [-1.5, 1.2, 0.7], [1.1, -1.1, 0.1], [-0.2, 0.2, -0.3], [-0.2, 0.1, -0.4], [0.2, -0.2, 0.0], [-0.1, 0.0, 0.0], [0.1, 0.0, 0.0], [-0.1, 0.1, 0.0], [0.2, 0.0, 0.2], [2.4, -2.2, 0.3], [-1.3, 0.8, -1.2], [0.9, -1.0, -1.0], [-0.4, 0.5, 1.1], [0.1, -0.2, -0.2], [0.5, -0.1, 1.9], [0.0, 0.0, 0.1], [0.0, 0.1, 0.1], [0.0, -0.1, 0.0], [0.0, 0.0, 0.1], [0.0, 0.0, 0.1], [0.0, 0.1, 0.0], [0.0, 0.0, -0.1], [0.0, 0.0, 0.0], [0.0, 0.1, 0.1], [0.0, 0.0, 0.1], [0.1, -0.1, 0.0], [-0.1, 0.1, 0.0], [0.1, 0.0, 0.0], [-0.2, 0.1, 0.0], [0.1, -0.1, -0.2], [-0.1, 0.2, 0.0], [-0.4, 0.4, 0.0], [0.1, -0.1, -0.2], [-0.2, 0.1, 0.0], [-0.3, -1.8, -0.5], [-0.6, 0.1, 0.9], [0.3, 0.0, 0.2], [0.6, 1.8, 1.9], [-0.2, -1.0, -1.9], [-0.4, 0.0, 0.9], [-0.5, -0.4, -0.2], [0.2, 0.1, -0.1], [0.3, 0.3, 0.3], [-0.1, 0.1, 0.3], [0.2, -0.1, -0.3], [-0.2, 0.0, 0.2], [0.0, 0.9, 1.7], [0.8, 0.1, -0.8], [0.1, 0.0, 0.1], [0.1, 0.0, 0.0], [0.0, -0.1, 0.0], [0.1, 0.1, 0.1], [0.0, 0.0, 0.2], [0.0, 0.0, -0.1], [0.1, -0.1, -0.1], [0.1, 0.0, -0.1], [0.0, 0.0, -0.1], [0.0, -0.1, -0.1], [-0.1, 0.0, -0.1], [-0.1, -0.1, 0.0], [0.0, 0.0, 0.0], [-0.2, 0.4, 0.1], [0.2, -0.5, 0.1], [-0.2, 0.3, 0.0], [0.1, -0.1, 0.0], [0.0, -0.2, 0.0], [0.0, 0.0, -0.1], [-0.1, 0.0, 0.0], [0.1, 0.1, 0.1], [0.0, -0.1, -0.2]]}

=====

# 2
{"formula": "C4H9OP", "method": "the ωB97M-V functional and the def2-TZVPD basis", "multiplicity": 3, "orbital_gap_ev": [6.72, 7.24], "e_above_lowest_kj_mol": 187.77, "s2": 2.01, "homo_energy_ev": [-5.8, -10.2], "energy_ha": -574.2065, "lumo_energy_ev": [0.89, -2.92], "species": ["C", "C", "C", "C", "O", "P", "H", "H", "H", "H", "H", "H", "H", "H", "H"], "positions_angstrom": [[-0.56037, 0.10513, 2.50968], [-0.74239, 0.35748, 1.25531], [-0.85283, -0.59825, -1.60861], [1.72010, 0.26742, -0.23247], [0.56038, -2.08107, 0.34071], [0.17760, -0.71697, -0.05180], [-1.02009, 0.72789, 3.34885], [0.19565, -0.56489, 2.88017], [-1.43355, 1.10454, 1.06218], [-0.23851, -0.79594, -2.55559], [-1.51105, -1.39180, -1.35607], [-1.39373, 0.28561, -1.87241], [2.45426, -0.48603, -0.49360], [1.83293, 1.23339, -0.72978], [1.96134, 0.41154, 0.84637]], "atomic_forces_ev_per_a": [[1.4, -1.6, 13.6], [0.0, -0.4, -12.2], [2.3, -0.4, -0.4], [0.0, -0.5, 1.7], [-0.3, -0.5, 0.3], [-1.1, 3.7, -0.5], [0.5, -1.0, -1.4], [0.3, -0.1, 0.0], [-1.1, 1.3, -1.4], [-0.7, -0.3, 1.5], [-0.9, -0.9, -0.6], [-0.3, 0.8, 0.6], [0.3, 0.1, -0.7], [-0.4, -0.4, -0.2], [0.0, 0.3, -0.5]]}

=====

# 3
{"formula": "C2H5O2S2", "method": "the ωB97M-V functional and the def2-TZVPD basis", "orbital_gap_ev": 6.60, "e_above_lowest_kj_mol": 95.80, "charge": -1, "homo_energy_ev": -4.0, "energy_ha": -1026.1013, "lumo_energy_ev": 2.60, "species": ["C", "S", "S", "H", "H", "H", "H", "O", "C", "O", "H"], "positions_angstrom": [[0.59237, -0.53225, -0.48409], [1.62285, -1.97343, -0.81071], [1.73800, -2.75282, 1.11921], [1.08919, 0.36683, -0.80278], [0.13638, -0.40572, 0.48812], [-0.26342, -0.54572, -1.15128], [1.79670, -4.02605, 0.71567], [-2.70376, 3.02158, 0.68929], [-1.69934, 2.47031, 0.21134], [-1.57829, 1.65179, -0.72443], [-0.73068, 2.72547, 0.74966]], "atomic_forces_ev_per_a": [[-0.9, 0.4, -1.1], [0.1, 0.0, 0.4], [0.2, 0.0, 0.0], [0.5, 0.3, 0.4], [0.4, -0.3, 0.4], [-0.2, -0.3, -0.1], [-0.1, -0.1, 0.0], [-0.2, 0.1, -0.1], [0.3, -0.1, 0.4], [0.0, -0.1, -0.2], [0.0, 0.0, -0.1]]}

=====

# 4
{"formula": "C5H4N2", "method": "the ωB97M-V functional and the def2-TZVPD basis", "orbital_gap_ev": [7.44, 7.90], "e_above_lowest_kj_mol": 662.68, "homo_energy_ev": [-7.9, -8.1], "energy_ha": -302.1759, "lumo_energy_ev": [-0.47, -0.16], "species": ["C", "C", "C", "C", "N", "N", "C", "H", "H", "H", "H"], "positions_angstrom": [[2.23424, -0.08372, -0.39277], [1.17948, -0.17708, 0.25362], [0.17771, -0.74692, 1.10360], [-1.03346, -1.02257, 0.54793], [-1.54957, -0.16909, -0.38080], [-0.95140, 1.00899, -0.53094], [0.19986, 1.05946, 0.05322], [3.09162, 0.25684, -0.91239], [-1.68453, -1.84148, 0.82864], [-2.51497, -0.18461, -0.66513], [0.71567, 2.00702, 0.10793]], "atomic_forces_ev_per_a": [[0.7, -0.1, 0.0], [-0.7, 0.1, 0.1], [-0.1, -0.2, 0.0], [-0.2, 0.1, -0.1], [-0.1, -0.2, 0.0], [0.4, 0.2, 0.3], [-0.2, 0.3, -0.4], [0.1, 0.0, -0.2], [0.1, 0.0, 0.1], [0.0, -0.2, 0.0], [0.0, -0.1, 0.1]]}